No. 1
ORCA calculation (ωB97M-V/def2-TZVPD) on a cluster of 2 separate species, C6H15BS3 in total at a distorted geometry.

The geometry in XYZ format:
```
25
C6H15BS3 | the OMol25 dataset | ωB97M-V/def2-TZVPD
C -2.196 0.706 1.900
C -0.917 0.938 1.046
S 0.368 1.937 1.931
B -0.332 -0.505 0.675
S -0.551 -1.561 -0.791
C 0.314 -1.812 0.936
C -0.255 -2.928 1.820
H -2.973 0.514 1.255
H -2.446 1.699 2.345
H -1.965 0.006 2.644
H -1.158 1.500 0.246
H 0.126 1.626 3.226
H 1.411 -1.940 0.898
H -0.154 -2.477 2.862
H 0.295 -3.980 1.706
H -1.377 -3.045 1.645
C 2.200 1.306 -2.197
C 0.815 1.415 -2.888
S 0.536 -0.048 -4.004
H 2.630 2.040 -1.594
H 2.414 0.399 -1.636
H 2.996 1.188 -2.961
H 0.730 2.353 -3.526
H -0.018 1.194 -2.220
H -0.495 -0.522 -3.319
```

* E: -1456.9582 a.u.
* LUMO level: 0.0150 Ha
* strongest force on any atom: 0.092 Eh/bohr

=====

No. 2
ORCA calculation (ωB97M-V/def2-TZVPD) on a structure of composition C6H15BrCuO4P at a distorted geometry.

The geometry in XYZ format:
```
28
C6H15BrCuO4P | the OMol25 dataset | ωB97M-V/def2-TZVPD
Cu 2.334 -6.210 3.066
Br 3.288 -4.407 1.511
C -2.038 0.214 -3.049
C -0.867 -0.706 -2.749
O -0.754 -1.073 -1.371
P -0.047 -0.097 -0.352
O 1.315 0.286 -0.738
O -1.071 1.094 -0.182
C -0.819 2.150 0.768
C -0.486 3.439 0.025
O -0.133 -0.849 1.028
C 0.971 -1.610 1.550
C 1.651 -0.784 2.630
H -2.104 0.276 -4.138
H -2.983 -0.247 -2.753
H -1.937 1.178 -2.562
H -0.906 -1.593 -3.378
H 0.057 -0.204 -3.053
H -1.791 2.263 1.246
H -0.022 1.889 1.462
H -0.062 4.150 0.732
H 0.214 3.185 -0.772
H -1.367 3.847 -0.469
H 0.525 -2.491 2.013
H 1.676 -1.994 0.817
H 2.317 -0.021 2.228
H 0.842 -0.272 3.157
H 2.196 -1.413 3.332
```

* E: -5094.5082 a.u.
* LUMO level: -0.0735 Ha
* strongest force on any atom: 0.040 Eh/bohr